Arrangement i

The following is a DFT calculation (ωB97M-V with the def2-TZVPD basis set) of 2 unconnected molecules or ions with the total composition C3H4F2O.

The LUMO energy is 0.82 eV. The structure (SMILES) is F/C=C1/CO1.F. The value obtained for the HOMO-LUMO gap is 10.79 eV. Its charge is 0. The spin multiplicity is 1.

```
10
Properties=species:S:1:pos:R:3:lowdin_charge:R:1
F 2.97 0.51 -0.04 0.047
C 1.96 -0.20 0.42 -0.087
C 0.95 -0.62 -0.36 -0.211
C -0.39 -1.08 -0.63 -0.045
O 0.34 -0.23 -1.53 -0.008
H 2.19 -0.49 1.44 0.127
H -0.71 -2.06 -1.04 0.129
H -1.21 -0.54 -0.06 0.140
F -0.83 1.79 -0.57 -0.171
H -0.27 1.13 -1.12 0.080
```

***

Arrangement ii

The following is a DFT calculation (ωB97M-V with the def2-TZVPD basis set) of a single C3H4F2O molecule.

The LUMO energy (alpha / beta) is 0.51 / 0.34 eV. The value obtained for the HOMO-LUMO gap (alpha / beta) is 8.86 / 7.73 eV. Its charge is 0. The spin multiplicity is 1.

```
10
Properties=species:S:1:pos:R:3:lowdin_charge:R:1
C -0.44 -0.19 0.59 -0.135
C -1.49 -0.02 -0.47 -0.100
C 0.81 0.70 0.28 -0.341
O 1.94 0.38 -0.30 0.085
F -2.21 1.07 -0.07 -0.043
F 0.55 2.03 0.08 0.036
H -0.88 0.36 1.50 0.138
H -0.19 -1.25 0.86 0.127
H -1.47 -0.13 -1.54 0.097
H 2.14 0.92 -1.09 0.136
```

***

Of the structures shown above, arrangement ii is the least stable.